A structure of composition C54H53BiIN4O5P, computed with ωB97M-V/def2-TZVPD.

Structure (XYZ):
```
119
Properties=species:S:1:pos:R:3:forces:R:3
Bi 0.520260 0.047630 -0.471132 0.6 -0.2 0.4
O -1.318078 -3.391729 -0.192010 -0.4 -0.1 0.0
C -1.584207 -2.319001 0.521860 -0.2 -0.4 -0.2
O -0.891808 -1.878076 1.407899 0.1 0.1 0.4
C -2.866460 -1.633367 0.072787 -0.3 -0.2 0.2
O -2.559435 -0.352407 -0.423565 0.0 0.3 0.3
C -2.436356 -0.225637 -1.818082 -0.3 0.4 -0.5
C -1.570388 -1.342086 -2.408277 -0.1 -0.1 0.0
O -2.100391 -2.210659 -3.068768 0.0 0.0 -0.2
O -0.338395 -1.280773 -2.060459 0.6 -0.2 -0.1
H -0.407538 -3.721067 -0.027258 0.3 0.0 0.2
H -3.387349 -2.247558 -0.662843 0.0 0.0 0.0
H -3.493574 -1.470308 0.949264 0.0 -0.1 0.0
H -3.418803 -0.276482 -2.296008 -0.1 0.0 0.0
H -2.129418 1.632553 -1.128538 -0.1 0.1 0.1
I -0.756864 0.623747 3.706188 -0.2 -0.5 0.3
C -0.779111 2.363302 4.899894 0.1 -0.2 0.0
C -0.432471 2.111114 6.200420 0.0 0.0 0.1
C -0.482656 3.113237 7.187678 0.0 0.0 -0.1
C -0.908926 4.357092 6.842468 0.0 0.0 0.0
C -1.274908 4.652437 5.506249 0.0 0.1 0.1
C -1.750986 5.954441 5.219026 0.0 0.0 -0.1
C -2.182090 6.279245 3.969720 0.0 -0.1 0.0
C -2.079517 5.318954 2.947659 0.0 0.0 0.0
C -1.556980 4.064555 3.153355 0.0 0.1 -0.4
P -1.288308 3.035410 1.633356 -0.4 0.3 -0.2
C -3.033407 2.895650 1.055350 0.2 0.1 0.0
C -3.556485 3.638685 0.000232 0.0 -0.1 0.0
C -4.877761 3.476535 -0.401425 0.0 0.0 0.0
C -5.699636 2.580071 0.261896 0.0 0.0 0.0
C -5.189706 1.838711 1.321453 0.0 0.0 0.0
C -3.868468 1.987367 1.707352 0.0 -0.1 0.1
C -0.520860 4.137486 0.399469 0.0 -0.1 -0.1
C 0.183211 5.261191 0.613135 -0.1 0.1 0.0
C 1.067306 5.857563 -0.385904 0.1 0.0 0.1
C 1.018032 5.757225 -1.728443 0.0 0.0 -0.1
C -0.044876 5.229619 -2.606502 0.0 0.0 0.1
C -0.288040 3.423878 -0.909294 -0.4 0.3 -0.1
C -1.193613 3.664341 4.477959 0.1 0.0 0.1
H -0.131541 1.111915 6.481725 0.0 0.0 0.0
H -0.209909 2.876875 8.207646 0.0 0.0 0.0
H -0.992705 5.143070 7.583143 0.0 0.0 0.0
H -1.776775 6.679193 6.023908 0.0 0.0 0.0
H -2.579156 7.262710 3.753314 0.0 0.0 0.0
H -2.414029 5.585667 1.952810 0.0 0.0 -0.1
H -2.932239 4.343506 -0.524359 0.1 0.1 0.0
H -5.257406 4.060343 -1.231196 0.0 0.0 0.0
H -6.731952 2.459381 -0.040825 0.0 0.0 0.0
H -5.822594 1.131256 1.842894 0.0 0.0 0.0
H -3.477999 1.381654 2.518953 0.0 0.1 0.0
H 0.170566 5.736626 1.588089 0.0 0.0 0.0
H 1.872462 6.463344 0.017907 0.0 0.0 0.0
H 1.816602 6.257871 -2.266493 0.0 0.0 0.0
H 0.127949 5.347281 -3.668528 0.0 0.0 0.0
H -0.535633 2.372940 -0.820343 -0.1 0.3 0.0
C 3.278300 0.311994 1.304129 -0.1 0.1 0.0
N 2.435388 1.386979 0.768824 0.2 -0.1 0.1
C 2.022485 2.290951 1.841014 0.1 0.0 0.0
C 3.126754 2.104981 -0.302718 0.0 -0.1 0.0
C 3.215813 1.283330 -1.568997 0.0 0.1 0.0
C 4.289630 1.476795 -2.430370 0.0 0.0 0.0
C 4.367371 0.781267 -3.627337 0.0 0.0 0.0
C 3.372614 -0.128568 -3.957511 0.0 0.0 0.0
C 2.303164 -0.333978 -3.097318 0.0 0.0 0.0
C 2.205273 0.374117 -1.898579 0.0 0.1 0.0
H 4.175249 0.719509 1.789938 0.0 0.0 0.0
H 3.585394 -0.352781 0.496612 0.0 0.0 0.0
H 2.713262 -0.264618 2.037140 0.0 0.0 0.0
H 2.890639 2.751472 2.329540 0.1 0.0 0.0
H 1.454834 1.738051 2.590107 0.2 0.1 -0.1
H 1.387696 3.080783 1.437012 0.2 -0.1 0.0
H 4.130963 2.410942 0.023878 0.0 0.0 0.0
H 2.562391 3.020681 -0.505449 0.1 0.0 0.1
H 5.068806 2.182385 -2.162218 0.0 0.0 0.0
H 5.202253 0.947896 -4.295915 0.0 0.0 0.0
H 3.430738 -0.682947 -4.886052 0.0 0.0 0.0
H 1.532654 -1.051460 -3.350265 0.0 0.0 0.0
N -1.815758 1.088435 -1.921074 -0.2 0.2 -0.1
C -1.787485 1.808896 -3.111402 0.1 -0.1 -0.2
C -2.051336 1.002008 -4.339137 -0.1 0.0 0.0
C -0.976732 0.473971 -5.045200 0.0 0.0 0.0
C -1.194145 -0.301593 -6.173815 0.0 0.0 0.0
C -2.487986 -0.545310 -6.610128 0.0 0.0 0.0
C -3.564291 -0.007477 -5.918264 0.0 -0.1 0.0
C -3.346683 0.762016 -4.787347 0.0 0.0 0.0
C -1.515518 3.163531 -3.228001 0.2 0.1 0.0
C -1.970018 3.813458 -4.415860 0.0 0.1 0.0
C -2.446954 5.136473 -4.381966 0.0 0.0 0.1
C -2.373794 5.896712 -3.249830 0.0 0.0 0.0
C -1.476521 5.494458 -2.168270 0.0 0.0 -0.1
C -0.922378 4.055840 -2.171189 0.1 -0.1 0.2
H 0.030418 0.663490 -4.693790 0.0 0.0 0.0
H -0.350134 -0.718521 -6.709491 0.0 0.0 0.0
H -2.657885 -1.155516 -7.487793 0.0 0.0 0.0
H -4.575134 -0.196323 -6.255317 0.0 0.0 0.0
H -4.185813 1.187384 -4.249232 0.0 0.0 0.0
H -2.195512 3.217471 -5.286357 0.0 0.0 0.0
H -2.973452 5.509977 -5.252032 0.0 0.0 0.0
H -2.883438 6.848097 -3.174511 0.0 0.0 0.0
H -1.564220 6.014374 -1.222738 0.0 0.0 0.0
H 0.793809 3.437943 -1.082751 -0.1 0.0 -0.1
N 1.327131 -4.141579 0.132610 -0.3 -0.1 0.1
C 2.429717 -4.469448 0.212351 0.2 0.2 -0.1
N 3.699605 -4.799161 0.267478 0.1 -0.2 0.1
C 4.654423 -4.075556 1.105851 0.0 0.0 0.0
C 5.755447 -3.479098 0.239337 0.0 0.0 -0.1
C 6.406084 -4.565001 -0.620076 -0.1 0.1 0.0
C 5.354905 -5.282025 -1.469005 0.0 0.0 0.1
C 4.252736 -5.853129 -0.585938 0.0 0.1 0.0
H 5.088228 -4.786688 1.816734 0.0 0.0 0.1
H 4.120218 -3.315176 1.671661 0.0 0.0 0.0
H 6.494386 -2.992552 0.878432 0.0 0.0 0.0
H 5.320130 -2.714771 -0.413148 0.0 0.0 0.1
H 6.906029 -5.291440 0.029189 0.0 0.0 0.0
H 7.170543 -4.125914 -1.262031 0.0 0.0 0.0
H 5.807742 -6.091570 -2.044004 0.0 0.0 0.0
H 4.912806 -4.576419 -2.177135 0.0 0.0 0.0
H 4.662971 -6.634624 0.062489 0.0 0.0 0.0
H 3.446546 -6.287294 -1.172999 0.0 0.0 0.0
```
Positions in Å, forces in eV/Å.

Spin multiplicity: 1
HOMO-LUMO gap (alpha / beta) (eV): 6.15 / 5.86
HOMO (alpha / beta) (eV): -6.0 / -5.9

---

A structure of composition C54H53Cl3F5N3O4PbS, computed with ωB97M-V/def2-TZVPD.

Structure (XYZ):
```
124
Properties=species:S:1:pos:R:3:forces:R:3
Pb 0.343403 0.104299 -0.289577 0.4 -0.2 0.2
F 2.763568 3.875119 6.305838 0.1 0.0 0.1
C 2.022357 3.435565 5.274019 -0.1 0.0 -0.1
C 2.530709 2.516922 4.375165 -0.1 0.1 0.1
F 3.782838 2.067902 4.531630 0.1 -0.1 0.0
C 1.760979 2.096524 3.308779 -0.2 0.1 -0.1
F 2.317165 1.250549 2.440309 0.2 -0.3 -0.1
C 0.462027 2.552564 3.063398 0.1 0.2 0.5
S -0.506277 2.092476 1.720116 -0.4 0.1 -0.2
C -0.011956 3.483408 4.004573 0.1 -0.2 -0.1
F -1.242875 3.996764 3.872198 0.0 0.1 0.0
C 0.740174 3.915168 5.076834 0.1 0.0 0.0
F 0.241513 4.821201 5.939055 0.0 0.0 0.0
C 2.100515 3.406620 -1.177896 0.0 0.1 -0.1
C 1.015368 3.835245 -2.171578 0.1 -0.2 0.0
C 1.041133 2.970736 -3.431489 -0.1 0.1 0.1
C -0.326239 3.996696 -1.467689 0.0 0.0 -0.1
C -0.521374 5.256854 -0.907077 -0.1 0.0 0.0
C -1.691326 5.603078 -0.264804 0.0 0.0 0.0
C -2.715762 4.679456 -0.216294 0.0 0.1 0.0
C -2.574308 3.398055 -0.733747 -0.1 0.0 0.0
C -3.832851 2.530353 -0.647399 0.1 -0.2 -0.2
C -3.667170 1.086406 -0.174666 0.1 0.2 0.0
C -4.603154 2.560054 -1.978366 0.0 0.1 0.1
C -1.343791 3.032894 -1.327852 -0.3 0.4 0.0
N -1.168799 1.676364 -1.718626 0.0 -0.2 0.0
C -1.711167 1.304590 -2.819358 0.1 0.4 0.0
C -1.912355 0.002270 -3.383413 0.0 -0.4 -0.1
C -2.511464 0.047880 -4.662903 0.0 0.0 0.1
C -2.907764 -1.059193 -5.359160 -0.1 0.0 -0.2
C -2.726553 -2.312584 -4.752833 0.0 0.2 0.0
C -2.157129 -2.413989 -3.517038 0.1 0.0 0.0
C -1.679804 -1.281379 -2.765422 0.0 -0.1 0.1
N -1.084206 -1.451621 -1.576903 -0.1 0.2 0.0
C -1.037993 -2.771770 -1.035030 -0.2 -0.2 0.0
C 0.120917 -3.559487 -1.194558 -0.2 0.2 0.0
C 0.138891 -4.840904 -0.658791 0.0 -0.1 0.0
C -0.947576 -5.346825 0.032323 0.0 -0.1 0.0
C -2.078604 -4.569083 0.193120 0.0 0.0 0.0
C -2.150361 -3.286011 -0.333216 0.2 0.1 -0.2
C -3.435724 -2.493657 -0.185931 -0.1 -0.1 0.1
C -4.537016 -3.049188 -1.098117 0.1 0.1 0.0
C -3.919000 -2.439150 1.264538 0.1 0.1 -0.1
C 1.324269 -3.034392 -1.953897 0.0 -0.2 0.1
C 2.644552 -3.468260 -1.318788 -0.1 0.1 0.0
C 1.289024 -3.430611 -3.434036 0.0 0.1 0.1
H 3.081140 3.432364 -1.655450 0.1 -0.1 0.0
H 1.937109 2.391407 -0.821651 0.0 -0.1 0.0
H 2.111139 4.073291 -0.313074 0.0 -0.1 0.0
H 1.280131 4.847985 -2.496612 -0.1 0.0 0.0
H 0.983146 1.909762 -3.213002 0.0 -0.1 0.0
H 1.981535 3.134604 -3.962412 0.0 0.0 0.0
H 0.221460 3.237825 -4.104442 0.0 -0.1 0.0
H 0.280668 5.983765 -0.983737 0.0 0.0 0.0
H -1.813113 6.584208 0.177949 0.0 0.0 0.0
H -3.655096 4.957640 0.248117 0.0 -0.1 0.0
H -4.467662 3.027446 0.091151 0.1 0.0 0.0
H -3.201695 0.475099 -0.942054 0.0 -0.1 0.0
H -4.647184 0.659848 0.054918 0.0 0.0 0.0
H -3.058107 1.035288 0.725745 0.1 -0.1 0.1
H -4.135608 1.905646 -2.714856 -0.1 0.0 0.0
H -4.636252 3.573920 -2.383151 0.0 0.0 0.0
H -5.628721 2.210701 -1.831385 0.0 0.0 0.0
H -2.140543 2.098406 -3.441878 0.1 0.0 0.0
H -2.664630 1.027034 -5.105685 0.0 0.0 0.0
H -3.353196 -0.970945 -6.341700 0.0 0.0 0.0
H -3.043343 -3.209196 -5.274445 0.0 0.0 0.1
H -2.029196 -3.393895 -3.081173 0.0 0.0 0.0
H 1.016609 -5.463335 -0.786598 0.0 0.1 0.0
H -0.911198 -6.348669 0.445177 0.0 0.0 0.0
H -2.926186 -4.967504 0.739697 0.0 0.0 0.0
H -3.222409 -1.478157 -0.501991 0.0 0.0 0.0
H -4.739995 -4.099334 -0.869507 0.0 0.0 0.0
H -4.249202 -2.974077 -2.146261 -0.1 0.0 0.0
H -5.460332 -2.480360 -0.956257 0.0 0.0 0.0
H -4.233839 -3.426067 1.616033 0.0 0.0 0.0
H -4.774450 -1.762691 1.346761 0.0 0.0 0.0
H -3.120967 -2.069962 1.905741 0.0 0.0 0.1
H 1.281995 -1.948502 -1.914261 0.0 0.0 -0.1
H 2.822783 -4.538677 -1.451692 0.0 0.0 0.0
H 2.651283 -3.232269 -0.252827 0.0 -0.1 0.0
H 3.470761 -2.933424 -1.788531 0.0 -0.1 0.0
H 1.191601 -4.515669 -3.540929 0.0 0.0 0.0
H 2.208616 -3.104759 -3.924876 0.0 0.0 0.0
H 0.458363 -2.951120 -3.945721 -0.1 0.0 -0.1
Cl 4.426500 -1.309330 -4.920383 0.0 0.0 -0.1
C 4.368925 -0.396272 -3.400484 -0.4 0.1 0.0
Cl 5.452661 -1.171438 -2.240938 0.1 0.0 0.1
Cl 4.953782 1.260745 -3.712065 0.0 0.1 0.0
C 2.835492 -0.260718 -2.862197 0.5 -0.2 -0.1
O 2.000627 -0.268142 -3.754923 -0.1 0.1 0.1
O 2.754563 -0.153499 -1.623785 0.0 0.2 -0.1
C 7.667503 -0.559594 1.350381 -0.1 -0.1 0.0
C 6.759500 -1.541479 2.045961 0.1 -0.1 0.0
C 7.310125 -2.622900 2.724804 0.0 0.0 -0.1
C 6.491552 -3.534545 3.373097 0.0 0.0 0.0
C 5.123674 -3.343467 3.378110 -0.1 0.0 0.0
C 4.551059 -2.243684 2.733358 0.2 -0.1 0.0
N 3.164004 -2.064035 2.795773 -0.1 0.1 -0.2
C 2.427336 -1.922753 3.951408 -0.2 0.1 0.2
C 3.031247 -1.931936 5.219963 0.1 0.0 -0.1
C 2.290826 -1.760986 6.372928 -0.1 0.0 0.0
C 0.917475 -1.567956 6.308062 0.0 0.0 0.1
C 0.313437 -1.537228 5.062997 0.0 0.0 0.0
C 1.028476 -1.708613 3.882840 0.0 0.2 -0.1
C 0.231533 -1.543980 2.595443 -0.3 -0.2 -0.1
O -0.993333 -1.469214 2.675477 0.0 0.0 0.0
O 0.889026 -1.487422 1.489773 0.3 0.1 0.0
C 5.371648 -1.353185 2.021784 -0.1 0.0 0.1
C 4.792821 -0.178609 1.281654 0.1 0.0 0.1
H 8.712420 -0.813332 1.530552 0.0 0.0 0.0
H 7.490881 0.455869 1.710526 0.0 0.0 -0.1
H 7.490642 -0.563540 0.272651 0.0 0.1 0.0
H 8.386417 -2.757349 2.729528 0.0 0.0 0.0
H 6.919349 -4.401548 3.863245 0.0 0.0 0.0
H 4.467955 -4.045701 3.877176 0.0 0.0 0.0
H 2.643169 -1.755828 1.976316 0.0 -0.1 0.0
H 4.105932 -2.025786 5.290803 0.0 -0.1 0.0
H 2.795068 -1.755505 7.333051 0.0 0.0 0.0
H 0.336597 -1.419450 7.210142 0.0 0.0 0.0
H -0.748169 -1.355040 4.962367 0.0 0.0 0.0
H 3.753258 -0.325805 1.010159 0.0 0.0 0.0
H 5.341219 0.008250 0.362672 0.0 0.0 -0.1
H 4.856482 0.723869 1.896499 -0.1 0.0 0.0
```
Positions in Å, forces in eV/Å.

Spin multiplicity: 1
HOMO-LUMO gap (eV): 6.77
HOMO (eV): -2.7
Total charge: -2